1.
ORCA calculation (the ωB97M-V functional and the def2-TZVPD basis) on an isolated molecule of C4H6N2.

Results
energy	-265.48857	Ha
HOMO-LUMO gap	8.890	eV
relative energy (zero: lowest compared OMol25 entry of this formula, charge and spin)	1.279	eV
structure (SMILES)	Nc1cc[nH]c1
total charge	0

Element x y z (Å)
N1 1.785 -0.874 0.636
C1 0.501 -0.325 0.400
C2 0.419 0.739 -0.528
C3 -0.877 0.958 -0.876
N2 -1.688 0.190 -0.127
C4 -0.818 -0.654 0.734
H1 2.040 -1.259 1.533
H2 2.533 -0.290 0.267
H3 1.250 1.327 -0.862
H4 -1.222 1.560 -1.703
H5 -2.682 0.253 -0.389
H6 -1.240 -1.626 0.915



2.
ORCA calculation (the ωB97M-V functional and the def2-TZVPD basis) on a cluster of 2 separate species, C3H4N2O2S in total.

Results
energy	-774.68786	Ha
HOMO-LUMO gap (spin up / spin down)	8.785 / 9.215	eV
relative energy (zero: lowest compared OMol25 entry of this formula, charge and spin)	1.549	eV
total charge	0
2S+1	3

Element x y z (Å)
C1 -0.968 0.383 0.785
C2 -2.690 1.305 -0.459
C3 0.758 -0.573 -0.619
N1 -2.119 1.034 0.807
N2 -0.511 0.069 -0.370
O1 0.325 0.095 2.575
O2 -3.761 1.818 -0.598
S1 -1.493 0.794 -1.674
H1 0.679 -1.308 -1.440
H2 1.118 -1.167 0.426
H3 1.536 0.068 -0.934
H4 -2.438 1.520 1.601



3.
ORCA calculation (the ωB97M-V functional and the def2-TZVPD basis) on an isolated molecule of C7H15B.

Results
energy	-300.50388	Ha
HOMO-LUMO gap	9.350	eV
relative energy (zero: lowest compared OMol25 entry of this formula, charge and spin)	1.893	eV
structure (SMILES)	CB(C)C(C)=C(C)C
total charge	0

Element x y z (Å)
C1 1.571 -1.351 0.711
B1 1.283 -0.053 -0.177
C2 2.528 0.785 -0.743
C3 -0.160 0.523 -0.209
C4 -0.293 2.013 0.128
C5 -1.228 -0.272 -0.112
C6 -2.563 0.287 0.160
C7 -1.194 -1.706 -0.417
H1 1.544 -2.220 0.156
H2 0.852 -1.326 1.429
H3 2.624 -1.315 1.290
H4 2.799 1.280 0.139
H5 2.212 1.449 -1.482
H6 3.315 0.179 -1.076
H7 -1.068 2.526 -0.434
H8 0.590 2.586 -0.007
H9 -0.556 2.181 1.141
H10 -2.957 -0.436 0.859
H11 -2.534 1.184 0.636
H12 -3.098 0.179 -0.763
H13 -1.315 -2.281 0.642
H14 -0.294 -2.167 -0.941
H15 -2.058 -2.045 -0.928



4.
ORCA calculation (the ωB97M-V functional and the def2-TZVPD basis) on a structure of composition H20HeO10.

Results
energy	-767.28560	Ha
HOMO-LUMO gap	10.062	eV
relative energy (zero: lowest compared OMol25 entry of this formula, charge and spin)	1.004	eV
total charge	0

Element x y z (Å)
He1 -0.010 -0.264 0.067
O1 -1.242 2.341 -0.447
H1 -0.617 2.473 0.266
H2 -0.747 2.544 -1.240
O2 -0.178 0.189 4.242
H3 0.431 0.269 3.508
H4 -0.569 -0.678 4.137
O3 1.047 2.922 1.379
H5 1.720 3.540 1.093
H6 0.727 3.281 2.206
O4 -2.587 -3.289 -0.166
H7 -2.168 -4.086 -0.491
H8 -2.156 -2.579 -0.642
O5 0.385 2.046 -2.858
H9 1.288 1.810 -2.645
H10 0.245 1.691 -3.736
O6 1.402 -2.252 -1.268
H11 1.323 -3.077 -0.790
H12 0.499 -1.994 -1.453
O7 2.818 -0.268 -0.098
H13 2.814 0.359 -0.822
H14 2.567 -1.100 -0.500
O8 1.831 0.071 2.401
H15 2.111 -0.088 1.500
H16 2.134 0.958 2.593
O9 -1.393 -2.239 -2.477
H17 -1.415 -2.959 -3.107
H18 -1.807 -1.507 -2.933
O10 -3.049 0.422 0.523
H19 -3.055 0.441 1.480
H20 -2.348 1.026 0.276



5.
ORCA calculation (the ωB97M-V functional and the def2-TZVPD basis) on a structure of composition CH2FHg.

Results
energy	-292.11899	Ha
HOMO-LUMO gap	7.648	eV
total charge	+1

Element x y z (Å)
H1 -1.234 -0.711 -0.063
Hg1 -0.261 0.076 1.791
C1 0.017 0.090 -0.459
F1 1.280 -0.418 -0.158
H2 0.198 0.963 -1.112



6.
ORCA calculation (the ωB97M-V functional and the def2-TZVPD basis) on an isolated molecule of C19H21NO2S.

Results
energy	-1339.95962	Ha
HOMO-LUMO gap	8.043	eV
relative energy (zero: lowest compared OMol25 entry of this formula, charge and spin)	1.359	eV
structure (SMILES)	CO[C@H]1CC[C@@H](C(=O)c2ccc3nc4c(cc3c2)CCS4)CC1
total charge	0

Element x y z (Å)
C1 2.862 -2.930 -4.868
O1 2.382 -2.338 -3.614
C2 2.329 -0.918 -3.463
C3 1.061 -0.413 -2.779
C4 0.781 -1.011 -1.391
C5 1.912 -0.521 -0.430
C6 1.701 -1.085 0.964
O2 2.571 -1.741 1.584
C7 0.448 -0.767 1.699
C8 -0.107 -1.598 2.663
C9 -1.287 -1.288 3.421
C10 -1.979 -0.133 3.006
N1 -3.182 0.136 3.611
C11 -3.775 1.313 3.263
C12 -3.304 2.169 2.232
C13 -2.083 1.844 1.643
C14 -1.436 0.692 2.033
C15 -0.255 0.429 1.474
C16 -4.148 3.349 1.990
C17 -4.722 3.574 3.405
S1 -5.231 1.906 3.925
C18 3.252 -0.913 -1.080
C19 3.390 -0.409 -2.534
H1 2.354 -2.253 -5.727
H2 2.536 -3.977 -4.982
H3 3.969 -2.907 -4.989
H4 2.512 -0.499 -4.443
H5 0.970 0.694 -2.568
H6 0.173 -0.770 -3.390
H7 -0.222 -0.729 -1.096
H8 0.775 -2.042 -1.575
H9 1.871 0.566 -0.310
H10 0.456 -2.320 3.057
H11 -1.621 -1.878 4.253
H12 -1.752 2.576 0.872
H13 -0.032 1.091 0.608
H14 -4.954 3.114 1.303
H15 -3.725 4.231 1.684
H16 -4.056 3.933 4.199
H17 -5.551 4.313 3.298
H18 4.047 -0.587 -0.441
H19 3.373 -1.990 -1.207
H20 3.263 0.624 -2.432
H21 4.435 -0.536 -2.870



7.
ORCA calculation (the ωB97M-V functional and the def2-TZVPD basis) on an isolated molecule of C4H7NO2.

Results
energy	-361.83078	Ha
HOMO-LUMO gap	10.517	eV
relative energy (zero: lowest compared OMol25 entry of this formula, charge and spin)	1.363	eV
structure (SMILES)	[H]/N=C(\C)OCC=O
total charge	0

Element x y z (Å)
H1 -0.852 2.077 -0.002
N1 -0.184 1.326 0.143
C1 -0.739 0.189 0.060
C2 -2.179 -0.133 -0.229
O1 0.002 -0.932 0.222
C3 1.350 -0.689 0.610
C4 2.139 0.040 -0.463
O2 3.142 0.664 -0.226
H2 -2.533 -0.932 0.427
H3 -2.798 0.755 -0.084
H4 -2.290 -0.473 -1.264
H5 1.394 -0.109 1.536
H6 1.788 -1.680 0.767
H7 1.761 -0.105 -1.497



8.
ORCA calculation (the ωB97M-V functional and the def2-TZVPD basis) on an isolated molecule of C19H17N3O2S2.

Results
energy	-1845.26480	Ha
HOMO-LUMO gap	9.021	eV
relative energy (zero: lowest compared OMol25 entry of this formula, charge and spin)	4.019	eV
structure (SMILES)	COc1ccccc1-c1nnc(S[C@H]2CCc3ccccc3NC2=O)s1
total charge	0

Element x y z (Å)
C1 0.115 -4.473 -2.492
O1 0.141 -2.970 -2.479
C2 0.577 -2.272 -3.692
C3 1.155 -2.952 -4.757
C4 1.710 -2.163 -5.803
C5 1.651 -0.784 -5.812
C6 1.025 -0.129 -4.759
C7 0.458 -0.856 -3.683
C8 -0.239 -0.059 -2.571
N1 0.225 1.067 -2.057
N2 -0.616 1.470 -1.046
C9 -1.690 0.749 -0.822
S1 -3.014 1.050 0.257
C10 -1.989 1.313 1.763
C11 -1.506 2.819 1.922
C12 -0.866 3.246 3.249
C13 0.081 2.103 3.472
C14 1.423 2.264 3.149
C15 2.356 1.235 3.484
C16 1.928 0.069 4.125
C17 0.553 -0.142 4.310
C18 -0.392 0.865 4.039
N3 -1.781 0.682 4.233
C19 -2.568 0.714 3.098
O2 -3.735 0.504 3.265
S2 -1.771 -0.627 -1.781
H1 0.167 -4.862 -1.413
H2 0.942 -4.892 -2.995
H3 -0.764 -4.882 -3.012
H4 1.299 -3.960 -4.792
H5 2.164 -2.605 -6.692
H6 2.107 -0.262 -6.575
H7 1.006 0.971 -4.823
H8 -1.031 0.737 1.564
H9 -0.816 2.999 1.094
H10 -2.412 3.482 1.618
H11 -0.372 4.204 3.259
H12 -1.433 3.243 4.132
H13 1.754 3.225 2.806
H14 3.391 1.436 3.189
H15 2.575 -0.718 4.213
H16 0.341 -1.163 4.696
H17 -2.150 0.323 5.118



Number 1: F_max 0.04033 hartree/bohr. Number 2: F_max 0.07639 hartree/bohr. Number 3: F_max 0.09616 hartree/bohr. Number 4: F_max 0.01848 hartree/bohr. Number 5: F_max 0.10180 hartree/bohr. Number 6: F_max 0.09582 hartree/bohr. Number 7: F_max 0.01067 hartree/bohr. Number 8: F_max 0.07890 hartree/bohr.